Record 1
Computed, not measured: the molecule C3H6N2O2S at a distorted geometry, with wB97M-V/def2-TZVPD.

Geometry as XYZ:
```
14
Properties=species:S:1:pos:R:3
C -0.5819 -0.7192 0.1750
C -0.4454 -1.7442 1.1601
C 1.3327 0.6330 0.6320
N 0.2177 0.3352 -0.0254
N -0.0113 1.1865 -1.1374
O -0.3440 -2.2404 3.8609
O 0.8523 -2.2343 1.5878
S 0.1411 -1.3309 2.8067
H -1.2106 -0.9739 -0.7577
H -1.1035 -2.5823 0.8434
H 1.5613 1.7450 0.5302
H 1.9227 -0.0613 1.2718
H -0.8985 0.9692 -1.5392
H -0.0272 2.1007 -0.7603
```

HOMO energy (alpha / beta)   -7.368 / -7.366 eV
Multiplicity   1
Frontier orbital gap (alpha / beta)   7.55 / 7.56 eV
Maximum force   4.0 eV Å⁻¹
Energy above the lowest of the compared OMol25 structures with the same formula, charge and spin   635.7 kJ/mol
LUMO level (alpha / beta)   0.2 / 0.2 eV
Total charge   0
Calculated total energy   -21113.2612 eV

Record 2
Computed, not measured: a cluster of 4 separate species, CH11NO3 in total at a distorted geometry, with wB97M-V/def2-TZVPD.

Geometry as XYZ:
```
16
Properties=species:S:1:pos:R:3
C -0.8211 2.1367 -0.4970
N -1.2854 1.1259 0.4482
H -1.7782 2.5460 -1.0257
H -0.2175 1.7216 -1.3513
H -0.2953 2.8755 0.0589
H -0.5358 0.5447 0.6039
H -1.5840 1.5436 1.3307
H 1.2602 -1.5538 -1.1531
H 0.8641 -2.6601 -0.2953
O 1.6895 -2.2264 -0.5298
H 1.5601 0.5069 0.5040
H 2.1508 -0.4393 1.5610
O 2.1822 0.3972 1.2121
H -1.1647 -1.6580 0.2908
H -1.1720 -2.8782 -0.6008
O -0.8529 -1.9822 -0.5565
```

HOMO energy (alpha / beta)   -14.280 / -14.279 eV
Multiplicity   2
Frontier orbital gap (alpha / beta)   10.12 / 4.31 eV
Maximum force   4.7 eV Å⁻¹
Energy above the lowest of the compared OMol25 structures with the same formula, charge and spin   167.1 kJ/mol
LUMO level (alpha / beta)   -4.2 / -10.0 eV
Total charge   +1
Calculated total energy   -8837.1828 eV
⟨S²⟩   0.75

Record 3
Computed, not measured: a structure of composition C21H34AsBN7O3Si2W at a distorted geometry, with wB97M-V/def2-TZVPD.

Geometry as XYZ:
```
70
Properties=species:S:1:pos:R:3
W 0.3094 0.5584 1.2001
C 1.4576 3.8625 4.3941
C 0.4249 2.9968 3.9044
N 0.9331 2.2420 2.9146
N 2.2355 2.5915 2.7544
C 2.5981 3.5828 3.6411
B 3.2316 1.6014 2.0027
N 2.8429 1.7206 0.4688
C 3.4688 2.3136 -0.5564
C 2.4717 2.8003 -1.4711
C 1.2566 2.4031 -1.0086
N 1.4259 1.6637 0.1452
N 2.9933 0.0665 2.2776
C 3.6369 -0.7332 3.1360
C 2.7373 -1.5629 3.7860
C 1.4557 -1.3185 3.3122
N 1.5675 -0.3103 2.3676
H 1.3555 4.6970 5.0854
H -0.6124 3.0360 4.0564
H 3.6543 3.8125 3.7782
H 4.4408 1.7634 2.1143
H 4.5565 2.4924 -0.6124
H 2.5432 3.3116 -2.4540
H 0.2611 2.6657 -1.3783
H 4.7213 -0.7469 3.2020
H 2.9718 -2.4472 4.3884
H 0.4855 -1.6544 3.6633
C -3.4791 -0.4976 1.3218
C -3.8136 0.5813 0.4846
C -2.9887 1.6882 0.3348
C -1.8846 1.8322 1.2056
C -1.5516 0.8121 2.1288
C -2.4248 -0.3415 2.2182
H -4.1181 -1.3922 1.3456
H -4.8056 0.4332 0.0298
H -3.0179 2.2679 -0.5892
H -1.2998 2.7923 1.2440
H -1.0432 1.1693 3.0154
H -2.2287 -1.2070 2.8567
C -2.4887 -2.1563 -2.8774
Si -1.0811 -0.8856 -2.9198
C -1.9568 0.7833 -2.7080
C -0.0845 -0.9333 -4.4969
As 0.2182 -1.0265 -0.6781
Si -0.1386 -3.3634 -0.3321
C -1.6620 -3.7591 0.6270
C 0.2985 -4.0706 -2.0097
C 1.4165 -3.7532 0.6504
H -3.4888 -1.7229 -3.0591
H -2.5635 -2.5593 -1.8088
H -2.2989 -3.0498 -3.5143
H -1.8104 1.4117 -3.5687
H -1.5119 1.2053 -1.8194
H -2.9980 0.5396 -2.5735
H -0.7827 -1.2699 -5.2943
H 0.8360 -1.5327 -4.3880
H 0.1729 0.1314 -4.7582
H -2.4857 -4.1343 -0.0207
H -1.8692 -2.7522 1.0198
H -1.4041 -4.5179 1.3478
H -0.4632 -3.9932 -2.7559
H 0.4869 -5.1694 -1.8989
H 1.1175 -3.4958 -2.4211
H 2.0422 -2.8324 0.5866
H 2.0437 -4.6049 0.3128
H 1.1264 -3.9535 1.6926
O -2.7376 2.4981 -4.8623
N -1.8302 3.0144 -5.7770
O -1.6557 4.2460 -5.9941
O -1.2157 2.1597 -6.4090
```

HOMO energy (alpha / beta)   -8.742 / -8.747 eV
Multiplicity   3
Frontier orbital gap (alpha / beta)   3.44 / 3.63 eV
Maximum force   5.8 eV Å⁻¹
Energy above the lowest of the compared OMol25 structures with the same formula, charge and spin   584.4 kJ/mol
LUMO level (alpha / beta)   -5.3 / -5.1 eV
Total charge   +1
Calculated total energy   -117983.8361 eV
⟨S²⟩   2.36

Record 4
Computed, not measured: a cluster of 8 separate species, C54H113F2N11O4S2 in total at a distorted geometry, with wB97M-V/def2-TZVPD.

Geometry as XYZ:
```
186
Properties=species:S:1:pos:R:3
C 3.7166 3.7105 6.0357
C 4.2806 3.1784 4.6853
C 3.7189 3.9583 3.4744
C 2.9773 5.2781 3.6713
N 1.9950 5.7342 2.4205
C 1.8491 7.3296 2.5272
C 2.1930 7.9043 1.1258
C 1.9095 6.6815 0.2688
C 2.3701 5.4505 0.9576
C 0.6835 4.9650 2.7049
H 4.2841 3.3348 6.8872
H 2.6903 3.3823 6.2003
H 3.6549 4.7930 6.1483
H 4.1611 2.1204 4.4520
H 5.3573 3.0545 4.8015
H 3.0653 3.1909 3.0598
H 4.4281 4.0578 2.6527
H 3.7687 6.0015 3.8676
H 2.3520 5.2350 4.5631
H 0.8183 7.5800 2.7780
H 2.6063 7.6199 3.2555
H 1.4110 8.6098 0.8449
H 3.2313 8.1866 0.9517
H 0.8751 6.5404 -0.0447
H 2.4268 6.7121 -0.6902
H 1.8704 4.5429 0.6190
H 3.4467 5.3216 1.0692
H 0.1191 5.1785 1.7972
H 0.2124 5.4778 3.5435
H 0.9217 3.9040 2.7799
C -0.8367 -11.5259 -2.7972
C -2.1486 -11.8317 -2.0432
C -2.8883 -10.7104 -1.4254
C -2.4459 -9.8451 -0.1502
N -3.5628 -8.8298 0.2969
C -4.3174 -8.1653 -0.8218
C -4.6294 -6.7797 -0.3053
C -3.3673 -6.3666 0.4899
C -2.8456 -7.6776 1.0641
C -4.6780 -9.5672 1.0547
H -1.1162 -10.8906 -3.6377
H -0.3473 -12.3543 -3.3094
H -0.1933 -11.0141 -2.0815
H -1.8329 -12.6542 -1.4013
H -2.7534 -12.4003 -2.7495
H -3.8358 -11.1828 -1.1662
H -3.1544 -10.1143 -2.2983
H -1.5261 -9.2719 -0.2663
H -2.3574 -10.5736 0.6557
H -5.2189 -8.6668 -1.1738
H -3.5007 -8.2069 -1.5425
H -5.5332 -6.8994 0.2922
H -5.0428 -6.1456 -1.0896
H -3.5832 -5.6178 1.2521
H -2.6450 -5.9413 -0.2068
H -3.2411 -7.8059 2.0717
H -1.7656 -7.8064 1.1348
H -5.3857 -10.0564 0.3854
H -5.2182 -8.9426 1.7661
H -4.2583 -10.2993 1.7446
C -4.1831 -2.4444 -6.5007
C -2.8415 -3.1024 -6.2611
C -1.6713 -2.3750 -6.9463
C -0.3748 -3.0231 -6.4578
N 0.9415 -2.3371 -7.1062
C 2.1034 -3.3534 -7.2046
C 3.3522 -2.4681 -7.0232
C 2.8534 -1.0864 -6.6278
C 1.4880 -1.3385 -6.1408
C 0.7238 -1.6084 -8.5292
H -4.0294 -1.3735 -6.3677
H -4.9714 -2.7159 -5.7987
H -4.4794 -2.7444 -7.5058
H -2.8505 -4.0896 -6.7233
H -2.7283 -3.2980 -5.1948
H -1.5688 -1.3514 -6.5860
H -1.8234 -2.4112 -8.0251
H -0.4460 -4.0115 -6.9117
H -0.2089 -3.1754 -5.3914
H 1.8585 -3.8216 -8.1579
H 1.9608 -4.1858 -6.5154
H 4.0602 -2.3845 -7.8477
H 4.0324 -2.8600 -6.2670
H 2.9143 -0.3252 -7.4057
H 3.5099 -0.6726 -5.8624
H 0.6874 -0.6154 -5.9848
H 1.6289 -1.8163 -5.1712
H 1.6233 -1.2376 -9.0208
H 0.1202 -0.7407 -8.2629
H 0.1651 -2.2845 -9.1763
C -0.1487 -9.8476 10.9774
C -0.4047 -8.4427 11.5673
C -0.5584 -7.2266 10.5254
C 0.7583 -6.6607 9.9663
N 0.7337 -5.9965 8.5256
C 1.8577 -4.9995 8.3273
C 1.2625 -3.8896 7.4046
C -0.3059 -3.9978 7.3760
C -0.4671 -5.0101 8.5813
C 0.5379 -7.0475 7.3427
H 0.7834 -9.7525 10.4205
H -0.8846 -10.0861 10.2096
H 0.0707 -10.6982 11.6228
H 0.5585 -8.3370 12.0666
H -1.0992 -8.3256 12.3992
H -0.8470 -6.2940 11.0102
H -1.2666 -7.5363 9.7568
H 1.3695 -7.5447 9.7845
H 1.3217 -6.0859 10.7014
H 2.7760 -5.5347 8.0858
H 2.1788 -4.5071 9.2453
H 1.5745 -4.0546 6.3733
H 1.6202 -2.9003 7.6899
H -0.8048 -4.4139 6.5008
H -0.9044 -3.1199 7.6196
H -1.4301 -5.5148 8.5050
H -0.6165 -4.4805 9.5223
H 1.5141 -7.5316 7.3136
H 0.4050 -6.5842 6.3651
H -0.2453 -7.7552 7.6145
C 6.1298 0.0469 -1.4580
C 7.6246 0.3384 -1.7767
N 8.0489 0.7606 -3.1081
C 7.8345 2.0004 -3.8013
C 8.4982 1.9358 -5.0380
N 9.1522 0.6976 -5.1253
C 8.7893 -0.0943 -4.0145
C 9.8986 0.2907 -6.2549
H 5.5480 0.9172 -1.7616
H 5.8697 -0.2067 -0.4303
H 5.7533 -0.7107 -2.1453
H 8.2028 -0.5603 -1.5621
H 8.1199 1.0338 -1.0991
H 7.2581 2.7492 -3.2784
H 8.5857 2.5976 -5.8870
H 9.1676 -1.0689 -3.7431
H 9.5357 0.6676 -7.2112
H 9.9489 -0.7973 -6.2978
H 10.9586 0.5296 -6.1685
C -4.7316 11.0212 5.9531
C -3.4870 10.5450 5.2386
N -3.8800 9.7925 4.0263
C -3.8090 10.2638 2.7238
C -4.2024 9.1835 1.9228
N -4.6868 8.1427 2.6856
C -4.3794 8.5283 4.0236
C -5.2696 6.8699 2.2228
H -5.2722 11.8755 5.5455
H -4.4645 11.1929 6.9958
H -5.5542 10.3096 6.0246
H -2.8448 9.8628 5.7956
H -2.8016 11.3317 4.9232
H -3.5394 11.2973 2.5641
H -4.1174 9.2691 0.8496
H -4.4030 7.7786 4.8006
H -4.6690 6.0373 2.5889
H -5.3224 6.9118 1.1349
H -6.3069 6.7979 2.5498
C -2.2042 8.0423 -6.0482
C -1.3491 9.2637 -6.3976
N -2.1648 10.1492 -7.1657
C -2.4533 10.0114 -8.5310
C -3.4872 10.8150 -8.8803
N -4.0069 11.3478 -7.7546
C -3.1445 10.9819 -6.6548
C -5.3014 12.0195 -7.5963
H -3.0783 8.2128 -5.4198
H -1.6583 7.2006 -5.6221
H -2.6120 7.6031 -6.9586
H -0.4068 9.1198 -6.9263
H -1.0728 9.7119 -5.4432
H -1.9067 9.3154 -9.1500
H -3.8441 11.0135 -9.8801
H -3.2931 11.1525 -5.5988
H -5.2799 12.9244 -8.2035
H -5.4033 12.4297 -6.5915
H -6.1979 11.4477 -7.8357
N 0.0223 0.8219 -0.2314
S -1.1939 0.9478 -0.9841
O -2.2416 1.5307 -0.1553
O -1.6347 0.1241 -2.1231
F -0.6968 2.3113 -1.8297
S -0.3722 -0.7384 0.2575
O 0.0299 -1.7963 -0.6975
O -1.4888 -0.8699 1.1562
F 0.9059 -0.6950 1.2811
```

HOMO energy   -16.935 eV
Multiplicity   1
Frontier orbital gap   8.04 eV
Maximum force   14.2 eV Å⁻¹
Energy above the lowest of the compared OMol25 structures with the same formula, charge and spin   496.8 kJ/mol
LUMO level   -8.9 eV
Total charge   +6
Calculated total energy   -109454.3049 eV

Record 5
Computed, not measured: the molecule C4H4OS2 at a distorted geometry, with wB97M-V/def2-TZVPD.

Geometry as XYZ:
```
11
Properties=species:S:1:pos:R:3
C -1.0487 0.8112 0.3210
C -0.5779 -0.1398 1.3155
S -1.3033 -0.2738 2.7928
S 0.4560 -1.4289 0.7736
C 1.7286 -1.0984 -0.5106
C 1.1819 -0.0585 -1.6668
O 1.2734 0.9405 -2.2207
H -1.7295 0.3099 -0.2433
H -1.5090 1.6978 0.6931
H -0.3604 1.2830 -0.3397
H 1.8887 -2.0432 -0.9149
```

HOMO energy (alpha / beta)   -8.390 / -8.390 eV
Multiplicity   1
Frontier orbital gap (alpha / beta)   7.66 / 7.66 eV
Maximum force   6.1 eV Å⁻¹
Energy above the lowest of the compared OMol25 structures with the same formula, charge and spin   323.1 kJ/mol
LUMO level (alpha / beta)   -0.7 / -0.7 eV
Total charge   0
Calculated total energy   -27926.8142 eV
SMILES   CC(=S)SC=C=O

Record 6
Computed, not measured: a cluster of 2 separate species, H3PS in total at a distorted geometry, with wB97M-V/def2-TZVPD.

Geometry as XYZ:
```
5
Properties=species:S:1:pos:R:3
P 0.6565 -0.2706 0.3831
S -1.2958 -0.0609 0.4451
H 0.7014 -0.4729 -0.9940
H 1.0129 -1.4352 1.0204
H -1.0751 2.2395 -0.8545
```

HOMO energy (alpha / beta)   -8.962 / -8.992 eV
Multiplicity   1
Frontier orbital gap (alpha / beta)   8.80 / 6.97 eV
Maximum force   1.3 eV Å⁻¹
Energy above the lowest of the compared OMol25 structures with the same formula, charge and spin   370.3 kJ/mol
LUMO level (alpha / beta)   -0.2 / -2.0 eV
Total charge   0
Calculated total energy   -20168.5281 eV

Record 7
Computed, not measured: a cluster of 2 separate species, C3H4N4O8 in total at a distorted geometry, with wB97M-V/def2-TZVPD.

Geometry as XYZ:
```
19
Properties=species:S:1:pos:R:3
O -2.4028 2.0464 1.3628
N -2.1048 1.5024 0.3258
O -1.4438 1.9523 -0.5997
C -2.5763 0.1243 0.2451
N -2.3234 -0.6429 1.3299
O -1.5553 -0.2664 2.1894
O -2.7943 -1.8081 1.3147
N -3.1152 -0.3894 -0.9010
O -3.4406 0.3189 -1.8076
O -3.3601 -1.6639 -0.9501
H -2.9752 -2.1634 -0.0205
C 1.8008 0.6802 0.1956
C 0.7839 0.1029 -0.3928
N 0.4819 -1.3048 -0.2329
O 1.3234 -2.0838 0.0886
O -0.6376 -1.5358 -0.5789
H 2.3822 0.0978 1.0276
H 2.0712 1.6495 0.0606
H 0.2606 0.7044 -1.0279
```

HOMO energy   -10.759 eV
Multiplicity   1
Frontier orbital gap   8.83 eV
Maximum force   5.5 eV Å⁻¹
Energy above the lowest of the compared OMol25 structures with the same formula, charge and spin   129.3 kJ/mol
LUMO level   -1.9 eV
Total charge   0
Calculated total energy   -25501.5162 eV
SMILES   O=[N+]([O-])C([N+](=O)[O-])=[N+]([O-])O.C=C[N+](=O)[O-]

Record 8
Computed, not measured: the molecule C5H8O2 at a distorted geometry, with wB97M-V/def2-TZVPD.

Geometry as XYZ:
```
15
Properties=species:S:1:pos:R:3
O 2.2429 0.2063 -0.5090
C 1.1252 0.3096 0.3265
C -0.0093 1.2366 -0.1066
C -0.9547 0.0533 0.1161
O -2.1332 0.1348 0.8278
C -0.6243 -1.0566 -0.8295
C 0.1902 -0.8815 0.4240
H 2.8082 -0.1702 0.1573
H 1.4874 0.5655 1.3280
H -0.1227 2.0450 0.6144
H 0.0577 1.6393 -1.1240
H -2.8317 0.3580 0.2032
H -1.3039 -1.9047 -0.7804
H -0.1936 -0.8603 -1.8100
H 0.2618 -1.6750 1.1624
```

HOMO energy   -9.582 eV
Multiplicity   1
Frontier orbital gap   10.43 eV
Maximum force   1.6 eV Å⁻¹
Energy above the lowest of the compared OMol25 structures with the same formula, charge and spin   225.1 kJ/mol
LUMO level   0.9 eV
Total charge   0
Calculated total energy   -9407.4988 eV
SMILES   O[C@H]1C[C@@]2(O)C[C@@H]12

What is the multiplicity in the first record?
1